[1]
The following is a quantum chemistry calculation of a structure of composition C37H40KN5O4P in a non-equilibrium geometry, from the OMol25 dataset.

```
88
Properties=species:S:1:pos:R:3
K -0.038 -0.389 0.189
O -2.314 -3.741 1.653
C -2.661 -4.279 0.472
C -3.901 -4.938 0.399
C -4.388 -5.439 -0.787
C -3.594 -5.283 -1.913
C -2.346 -4.650 -1.835
C -1.811 -4.147 -0.652
C -0.441 -3.478 -0.512
O -0.042 -3.170 0.675
N 0.237 -3.164 -1.582
N 1.302 -2.309 -1.285
C 2.302 -2.329 -2.065
C 3.497 -1.470 -2.048
C 4.643 -2.039 -2.586
C 5.824 -1.320 -2.684
C 5.851 0.010 -2.266
C 4.725 0.591 -1.747
C 3.475 -0.108 -1.579
O 2.432 0.385 -1.015
H -1.335 -3.476 1.531
H -4.475 -4.963 1.328
H -5.320 -5.973 -0.859
H -3.905 -5.679 -2.864
H -1.722 -4.525 -2.706
H 2.343 -3.107 -2.838
H 4.612 -3.085 -2.917
H 6.731 -1.778 -3.039
H 6.767 0.578 -2.354
H 4.734 1.630 -1.412
N -0.194 2.077 1.735
C -0.316 3.356 1.227
C 0.057 4.488 1.967
C -0.214 5.763 1.499
C -0.803 5.948 0.257
C -1.058 4.851 -0.554
C -0.785 3.558 -0.094
P -0.965 2.089 -1.142
C -2.458 1.281 -0.413
C -3.185 1.812 0.648
C -4.208 1.060 1.238
C -4.505 -0.217 0.774
C -3.809 -0.747 -0.303
C -2.794 0.009 -0.884
C -1.630 2.710 -2.736
C -0.696 3.132 -3.704
C -1.134 3.605 -4.936
C -2.477 3.715 -5.211
C -3.413 3.297 -4.282
C -2.985 2.772 -3.063
H -0.054 1.988 2.781
H -0.990 1.518 1.464
H 0.509 4.352 2.945
H 0.009 6.608 2.124
H -1.029 6.958 -0.069
H -1.435 4.963 -1.580
H -2.932 2.796 1.030
H -4.698 1.435 2.118
H -5.229 -0.831 1.309
H -3.994 -1.747 -0.654
H -2.207 -0.421 -1.713
H 0.351 3.061 -3.500
H -0.416 3.912 -5.677
H -2.821 4.082 -6.176
H -4.483 3.317 -4.488
H -3.699 2.406 -2.344
N 3.862 -1.847 3.701
C 2.734 -0.866 4.073
C 2.608 0.264 3.082
N 2.273 -0.284 1.779
C 2.840 -1.615 1.492
C 4.151 -1.856 2.220
H 3.576 -2.764 4.018
H 4.692 -1.623 4.244
H 2.898 -0.496 5.078
H 1.813 -1.430 4.031
H 3.543 0.856 3.083
H 1.794 0.925 3.467
H 2.466 0.337 0.988
H 2.989 -1.696 0.422
H 2.121 -2.410 1.760
H 4.872 -1.087 2.011
H 4.594 -2.818 1.967
C -0.872 0.208 4.063
O -0.118 1.313 4.402
H -1.707 0.439 3.370
H -1.366 -0.278 4.937
H -0.258 -0.582 3.519
```

Results
- charge = -1
- energy (hartree) = -2949.962715
- E_LUMO (eV) = 1.23
- multiplicity = 1
- energy above the lowest of the compared OMol25 structures with the same formula, charge and spin (kJ/mol) = 0.0
- E_HOMO (eV) = -3.942

***

[2]
The following is a quantum chemistry calculation of a cluster of 2 separate species, C37H40N2O4 in total in a non-equilibrium geometry, from the OMol25 dataset.

```
83
Properties=species:S:1:pos:R:3
C -4.994 -2.363 -1.510
C -3.530 -2.668 -1.353
O -2.990 -1.620 -0.521
C -1.709 -1.825 -0.155
C -1.258 -0.804 0.806
C -0.539 -1.281 1.957
O 0.063 -2.351 2.008
C -0.488 -0.362 3.181
C -1.785 0.402 3.337
C -1.996 1.283 2.104
C -2.064 0.440 0.817
O -1.087 -2.777 -0.630
H -5.477 -3.192 -2.028
H -5.481 -2.228 -0.539
H -5.147 -1.458 -2.105
H -3.381 -3.638 -0.870
H -3.011 -2.652 -2.317
H -0.282 -0.970 4.068
H 0.363 0.322 3.051
H -2.622 -0.304 3.436
H -1.758 1.020 4.239
H -2.918 1.872 2.211
H -1.165 1.997 2.009
H -1.763 1.067 -0.040
H -3.115 0.163 0.645
C 4.704 -7.448 0.110
N 3.595 -6.650 -0.357
C 2.457 -7.215 -0.879
O 2.247 -8.419 -1.001
C 1.522 -6.065 -1.243
C 0.104 -6.227 -0.698
C 0.115 -6.287 0.805
C 0.493 -7.447 1.487
C 0.679 -7.415 2.866
C 0.460 -6.232 3.579
C -0.053 -5.117 2.912
C -0.256 -5.161 1.536
N 2.211 -4.901 -0.688
C 1.716 -3.651 -0.708
C 2.220 -2.598 0.032
C 1.639 -1.331 -0.063
C 2.322 -0.093 0.196
C 1.699 1.159 -0.077
C 2.432 2.341 -0.067
C 3.806 2.317 0.220
C 4.409 1.114 0.620
C 3.673 -0.068 0.649
C 3.549 -5.205 -0.158
C 4.652 -4.481 -0.862
C 5.332 -5.045 -1.882
C 6.556 -4.523 -2.457
C 7.007 -5.042 -3.691
C 8.218 -4.631 -4.236
C 9.008 -3.686 -3.560
C 8.567 -3.154 -2.338
C 7.346 -3.555 -1.790
H 4.568 -8.481 -0.226
H 5.636 -7.048 -0.303
H 4.764 -7.424 1.208
H 1.507 -5.998 -2.346
H -0.509 -5.388 -1.052
H -0.288 -7.168 -1.110
H 0.679 -8.356 0.911
H 1.013 -8.312 3.383
H 0.678 -6.168 4.645
H -0.270 -4.194 3.443
H -0.627 -4.290 0.992
H 0.859 -3.497 -1.363
H 3.049 -2.781 0.724
H 0.654 -1.282 -0.520
H 0.636 1.165 -0.335
H 1.933 3.286 -0.290
H 4.395 3.233 0.160
H 5.461 1.101 0.909
H 4.136 -0.999 0.989
H 3.589 -4.959 0.922
H 4.754 -3.423 -0.622
H 4.929 -5.953 -2.349
H 6.377 -5.776 -4.199
H 8.551 -5.045 -5.189
H 9.962 -3.369 -3.984
H 9.181 -2.424 -1.808
H 6.999 -3.154 -0.833
```

Results
- charge = 0
- energy (hartree) = -1844.318084
- E_LUMO (eV) = -1.51
- multiplicity = 1
- energy above the lowest of the compared OMol25 structures with the same formula, charge and spin (kJ/mol) = 0.0
- E_HOMO (eV) = -6.424

***

[3]
The following is a quantum chemistry calculation of an isolated molecule of C37H40N4O6, from the OMol25 dataset.

```
87
Properties=species:S:1:pos:R:3
C -0.842 -2.124 -4.198
H -1.493 -2.366 -5.035
H -0.410 -3.048 -3.820
H -0.036 -1.489 -4.557
C -1.638 -1.421 -3.099
C -0.757 -1.060 -1.936
C -0.918 -1.661 -0.742
N -0.046 -1.404 0.311
C -0.279 -1.534 1.651
O -1.238 -1.988 2.199
O 0.830 -1.090 2.316
C 1.729 -0.563 1.427
N 2.759 0.081 1.713
C 3.120 0.336 3.084
C 4.251 1.339 3.167
C 4.212 2.593 2.350
C 5.194 1.512 2.017
H 5.007 0.918 1.137
H 6.239 1.683 2.228
H 3.370 2.733 1.689
H 4.575 3.509 2.791
H 4.660 1.416 4.167
H 3.439 -0.606 3.547
H 2.249 0.693 3.649
C 1.292 -0.933 0.032
C 1.308 0.180 -1.019
C 0.248 -0.018 -2.079
C 0.246 0.899 -3.057
C 1.217 2.031 -2.989
H 0.976 2.799 -3.723
H 2.238 1.681 -3.177
C 1.159 2.652 -1.579
C -0.172 3.373 -1.421
O -0.584 4.269 -2.108
N -0.842 2.809 -0.353
C -0.139 1.804 0.274
O -0.503 1.210 1.255
C 1.176 1.613 -0.459
H 1.995 1.766 0.248
C -2.128 3.241 0.080
C -2.353 4.592 0.301
C -3.601 5.012 0.726
C -4.610 4.088 0.940
C -4.375 2.742 0.717
C -3.135 2.308 0.281
H -2.962 1.261 0.093
H -5.159 2.017 0.875
H -5.581 4.420 1.277
H -3.781 6.063 0.896
H -1.561 5.306 0.134
H 1.964 3.385 -1.477
H -0.480 0.898 -3.851
H 2.295 0.147 -1.493
C 2.124 -2.154 -0.474
C 3.589 -1.860 -0.593
C 4.134 -1.433 -1.799
C 5.480 -1.127 -1.896
C 6.301 -1.250 -0.789
C 5.773 -1.700 0.409
C 4.428 -2.006 0.505
H 4.027 -2.371 1.438
H 6.412 -1.813 1.273
H 7.350 -1.007 -0.862
H 5.889 -0.796 -2.840
H 3.506 -1.360 -2.677
H 1.710 -2.443 -1.442
H 1.968 -2.977 0.227
O -1.915 -2.548 -0.436
C -3.120 -1.960 -0.082
O -3.387 -0.824 -0.389
N -3.925 -2.812 0.557
C -3.486 -4.129 0.973
C -3.613 -5.146 -0.159
H -2.977 -4.861 -0.991
H -3.312 -6.130 0.191
H -4.642 -5.200 -0.509
H -2.450 -4.063 1.309
H -4.104 -4.432 1.820
C -5.212 -2.318 1.007
C -5.123 -1.716 2.406
H -4.794 -2.460 3.127
H -6.093 -1.334 2.711
H -4.404 -0.901 2.406
H -5.534 -1.552 0.298
H -5.923 -3.147 0.983
H -2.433 -2.082 -2.753
H -2.109 -0.520 -3.495
```

Results
- charge = 0
- energy (hartree) = -2104.480280
- E_LUMO (eV) = 0.61
- multiplicity = 1
- SMILES string = CCC1=C(OC(=O)N(CC)CC)N2C(=O)O/C(=N\CC3CC3)[C@]2(Cc2ccccc2)[C@H]2C1=CC[C@H]1C(=O)N(c3ccccc3)C(=O)[C@H]12
- energy above the lowest of the compared OMol25 structures with the same formula, charge and spin (kJ/mol) = 1.6
- E_HOMO (eV) = -8.077

***

[4]
The following is a quantum chemistry calculation of a structure of composition C37H40N8O3Sn in a non-equilibrium geometry, from the OMol25 dataset.

```
89
Properties=species:S:1:pos:R:3
Sn 0.393 -0.009 0.294
C -7.201 0.536 0.515
C -5.720 0.598 0.734
C -5.155 1.223 1.836
C -3.787 1.301 1.956
C -2.887 0.729 1.038
N -1.537 0.887 1.259
C -1.137 2.085 1.796
C -1.636 3.321 1.346
C -1.157 4.521 1.815
C -0.161 4.572 2.790
C 0.396 5.871 3.294
C 0.324 3.370 3.269
C -0.137 2.154 2.784
N 0.403 0.988 3.365
C 0.392 0.659 4.664
C 1.140 -0.492 4.802
C 1.571 -0.793 3.513
N 1.123 0.118 2.661
C -3.469 -0.031 0.002
C -4.854 -0.005 -0.158
N -2.815 -0.881 -0.902
C -3.307 -2.132 -1.195
C -2.395 -2.893 -1.810
C -1.159 -2.101 -1.920
N -1.471 -0.810 -1.270
H -7.674 1.489 0.743
H -7.418 0.272 -0.518
H -7.646 -0.222 1.161
H -5.783 1.668 2.595
H -3.364 1.802 2.816
H -2.403 3.307 0.587
H -1.558 5.446 1.424
H -0.287 6.693 3.088
H 0.576 5.824 4.368
H 1.349 6.089 2.806
H 1.090 3.361 4.034
H -0.140 1.240 5.392
H 1.349 -1.026 5.707
H 2.179 -1.608 3.170
H -5.274 -0.495 -1.024
H -4.309 -2.390 -0.914
H -2.482 -3.918 -2.097
H -0.224 -2.598 -1.691
O 1.743 -4.204 0.625
C 1.618 -3.015 0.394
O 0.618 -2.291 0.671
C 2.779 -2.325 -0.336
C 3.686 -3.117 -1.070
C 4.680 -2.504 -1.777
C 4.813 -1.100 -1.696
C 5.812 -0.378 -2.375
C 5.889 0.982 -2.258
C 4.992 1.674 -1.428
C 4.013 1.003 -0.747
C 3.885 -0.394 -0.885
N 2.868 -1.022 -0.260
H 3.542 -4.186 -1.049
H 5.367 -3.068 -2.394
H 6.513 -0.922 -2.989
H 6.649 1.531 -2.793
H 5.088 2.745 -1.324
H 3.311 1.507 -0.094
C -2.001 1.102 -3.942
C -1.935 -0.431 -3.926
C -1.135 -0.939 -5.134
C -3.348 -1.000 -4.036
C -1.128 -0.840 -2.701
H -2.509 1.450 -4.839
H -1.002 1.532 -3.914
H -2.544 1.460 -3.069
H -1.597 -0.608 -6.061
H -1.108 -2.026 -5.128
H -0.110 -0.574 -5.103
H -3.787 -0.673 -4.977
H -3.981 -0.651 -3.228
H -3.336 -2.086 -4.029
H -0.123 -0.418 -2.790
C 1.173 4.865 -0.793
N 1.778 4.072 -1.839
C 1.453 2.779 -2.044
N 2.044 2.192 -3.133
O 0.655 2.173 -1.348
H 1.054 5.889 -1.139
H 1.780 4.861 0.117
H 0.199 4.445 -0.545
H 2.429 4.528 -2.456
H 2.871 2.584 -3.547
H 1.964 1.191 -3.173
```

Results
- charge = 0
- energy (hartree) = -2312.006727
- E_LUMO (eV) = -0.02
- multiplicity = 1
- energy above the lowest of the compared OMol25 structures with the same formula, charge and spin (kJ/mol) = 269.1
- E_HOMO (eV) = -6.434

***

[5]
The following is a quantum chemistry calculation of a structure of composition C37H40O2P2Pt in a non-equilibrium geometry, from the OMol25 dataset.

```
82
Properties=species:S:1:pos:R:3
Pt -1.473 1.108 -0.570
C -2.464 0.944 -2.367
C -2.039 -0.487 -2.182
C -0.898 -0.994 -3.054
C 0.312 -0.075 -2.926
C 0.250 0.837 -1.683
C -0.125 2.241 -1.779
C -0.856 2.776 -2.965
C -1.943 1.828 -3.483
C 1.814 0.535 1.977
H -3.522 1.122 -2.186
H -2.939 -1.116 -2.198
H -1.240 -1.051 -4.093
H -0.578 -2.002 -2.745
H 1.228 -0.675 -2.838
H 0.453 0.516 -3.846
H 1.078 0.679 -0.997
H 0.606 2.929 -1.362
H -0.163 3.025 -3.762
H -1.295 3.743 -2.705
H -2.779 2.472 -3.773
H -1.578 1.256 -4.345
H 1.012 1.132 1.483
H 2.369 1.225 2.606
H 1.326 -0.271 2.537
P -1.265 -1.412 -0.345
P 2.870 -0.143 0.692
C 0.464 -1.876 -0.192
C 1.765 -1.340 -0.194
C -2.665 -2.467 0.301
C -2.768 -3.739 -0.296
C -3.560 -4.736 0.273
C -4.230 -4.515 1.479
C -4.212 -3.242 2.047
C -3.562 -2.197 1.389
C -3.178 1.660 0.309
C -3.223 2.991 0.738
C -4.445 3.637 0.494
C -5.591 2.873 0.182
C -5.536 1.466 0.120
C -4.296 0.832 0.244
C 4.209 -1.098 1.489
C 3.857 -2.325 2.100
C 4.838 -3.137 2.680
C 6.177 -2.744 2.688
C 6.530 -1.540 2.077
C 5.570 -0.716 1.480
C 3.426 1.425 -0.010
C 3.090 2.692 0.519
C 3.534 3.869 -0.088
C 4.374 3.809 -1.214
C 4.730 2.546 -1.721
C 4.248 1.371 -1.147
H 0.447 -2.985 -0.189
H 2.482 -2.065 -0.614
H -2.196 -3.926 -1.208
H -3.649 -5.688 -0.236
H -4.778 -5.321 1.964
H -4.726 -3.046 2.997
H -3.811 -1.181 1.716
H -2.332 3.474 1.161
H -4.507 4.726 0.549
H -6.550 3.367 0.015
H -6.424 0.857 -0.047
H -4.193 -0.253 0.258
H 2.809 -2.649 2.115
H 4.542 -4.083 3.130
H 6.925 -3.366 3.176
H 7.576 -1.242 2.078
H 5.878 0.232 1.022
H 2.449 2.798 1.393
H 3.245 4.849 0.321
H 4.701 4.733 -1.700
H 5.392 2.498 -2.588
H 4.495 0.398 -1.578
C -0.645 -1.601 2.745
O -1.526 -0.671 1.966
C -1.186 0.624 1.549
O -0.742 1.393 2.403
H -1.299 -2.414 3.088
H -0.208 -1.089 3.610
H 0.125 -2.010 2.066
```

Results
- expectation value of S² = 6.0330
- charge = +2
- energy (hartree) = -2385.457567
- E_LUMO (spin up / spin down) (eV) = -5.62 / -8.45
- multiplicity = 5
- energy above the lowest of the compared OMol25 structures with the same formula, charge and spin (kJ/mol) = 317.5
- E_HOMO (spin up / spin down) (eV) = -11.527 / -13.997